# 1
Entry from the Open Molecules 2025 dataset: an isolated molecule of C4H5NO2S (wB97M-V/def2-TZVPD).

Structure (XYZ):
```
13
Properties=species:S:1:pos:R:3:forces:R:3:mulliken_charge:R:1
C -1.213301 -0.859802 -0.302986 -2.46 -1.29 -0.23 0.08
C -2.388889 -0.291651 -0.119420 4.52 2.60 -0.34 -0.19
C 0.074109 -0.094357 -0.385076 2.10 -0.22 -2.13 -0.47
C 0.248234 1.125117 0.494214 -4.42 0.39 1.16 -0.69
N -3.758921 -0.273422 0.005487 0.41 -0.11 -0.22 0.81
O -4.441210 0.039936 -0.937509 -0.55 0.08 -0.47 -0.49
O -4.102776 -0.546119 1.125123 -1.38 -0.40 1.34 -0.48
S -1.138322 2.346925 0.129198 -0.58 -2.74 0.07 -0.14
H -1.332512 -1.944998 -0.676772 0.77 1.46 0.78 0.28
H 1.059583 -0.583003 -0.179094 -1.19 -0.92 -0.18 0.34
H 0.121258 0.073874 -1.533862 0.18 0.47 1.80 0.24
H 0.030156 0.818521 1.601375 1.34 0.72 -1.96 0.30
H 1.069218 1.728952 0.189542 1.24 -0.04 0.39 0.42
```
Positions in Å, forces in eV/Å.

The molecular weight is 131.16 g/mol. The HOMO-LUMO gap (spin up / spin down) is 6.31 / 6.30 eV. Its LUMO energy (spin up / spin down) is -2.84 / -2.84 eV. The value obtained for the HOMO energy (spin up / spin down) is -9.1 / -9.1 eV. The value obtained for the maximum force is 0.1017 hartree/bohr.

=====

# 2
Entry from the Open Molecules 2025 dataset: a structure of composition C38H54As2BF2NOPSSiY (wB97M-V/def2-TZVPD).

Structure (XYZ):
```
103
Properties=species:S:1:pos:R:3:forces:R:3:mulliken_charge:R:1
Y 0.044596 -0.400701 0.068837 0.93 1.12 0.76 -0.04
C -2.821201 2.542401 0.437923 -0.04 0.12 -0.16 -1.43
C -2.381346 2.444935 1.889541 0.01 -0.01 0.21 -1.44
As -1.835525 0.621987 2.343898 0.19 -0.23 -0.55 0.62
C -3.520953 -0.334289 2.332180 -0.02 0.05 0.10 0.15
C -3.446982 -1.720884 2.242389 -0.03 -0.06 -0.03 -0.17
C -4.603145 -2.485972 2.214578 0.02 0.01 0.00 -0.81
C -5.843936 -1.867890 2.262560 -0.01 0.00 0.00 -0.60
C -5.926061 -0.484990 2.340223 -0.02 -0.01 0.00 -0.76
C -4.768522 0.279906 2.378039 0.01 0.00 0.00 0.15
C -1.433004 0.769956 4.229635 -0.17 0.07 0.05 0.26
C -0.110431 0.870937 4.640036 0.06 0.02 0.07 -0.05
C 0.191284 0.998003 5.989372 0.01 0.00 -0.03 -0.67
C -0.826536 1.020842 6.930103 -0.02 0.00 0.04 -0.44
C -2.150104 0.917496 6.523909 0.01 0.00 -0.01 -0.71
C -2.453798 0.793306 5.176665 0.02 -0.04 -0.01 -0.44
As -1.321030 2.400820 -0.833908 -0.05 -0.31 0.24 2.05
C -0.655946 4.228215 -0.758570 -0.15 0.07 -0.05 0.30
C 0.689850 4.485596 -0.537823 0.05 0.01 0.03 -0.07
C 1.156082 5.793500 -0.480447 0.02 -0.03 0.00 -0.93
C 0.278858 6.852621 -0.645901 0.01 0.02 0.00 -0.51
C -1.069071 6.605310 -0.872707 -0.02 -0.02 0.00 -0.78
C -1.531974 5.300518 -0.929897 0.02 -0.03 0.01 -0.72
C -2.343270 2.447199 -2.485082 0.00 0.10 -0.03 0.42
C -3.369263 1.524075 -2.674588 -0.06 0.01 -0.01 -0.32
C -4.030675 1.451396 -3.891609 -0.03 -0.01 -0.01 -0.72
C -3.672046 2.295071 -4.933648 0.01 -0.01 0.01 -0.63
C -2.651558 3.216279 -4.750986 0.00 0.00 0.01 -0.59
C -1.988851 3.291087 -3.532914 -0.04 0.05 -0.04 -0.68
H -3.322574 3.491584 0.239169 0.00 -0.01 0.03 0.70
H -3.520077 1.746331 0.172947 -0.01 -0.02 0.04 0.55
H -3.175127 2.760909 2.569880 0.01 0.00 -0.01 0.78
H -1.507326 3.066246 2.094586 -0.01 0.02 -0.01 0.60
H -2.480734 -2.211156 2.175973 0.00 0.02 0.01 0.06
H -4.532010 -3.563300 2.139481 -0.01 0.00 0.00 0.43
H -6.748174 -2.462046 2.231578 0.00 0.00 0.00 0.38
H -6.893614 -0.000089 2.371137 0.00 0.00 0.00 0.42
H -4.850438 1.358673 2.439825 0.01 0.00 0.00 0.27
H 0.688926 0.854605 3.911471 -0.02 0.00 -0.02 0.18
H 1.224644 1.072952 6.302776 0.00 0.00 0.01 0.39
H -0.590475 1.114206 7.982446 0.01 0.00 0.00 0.37
H -2.946939 0.929036 7.256500 0.00 0.00 0.00 0.40
H -3.487651 0.695804 4.866184 0.01 0.00 0.00 0.33
H 1.381587 3.666620 -0.395380 -0.03 -0.02 0.01 0.33
H 2.207278 5.979450 -0.300356 0.00 0.01 0.00 0.44
H 0.642227 7.871231 -0.598847 0.00 0.00 0.00 0.39
H -1.759562 7.428014 -1.007717 0.01 0.00 0.00 0.41
H -2.582625 5.117579 -1.124907 0.00 0.00 0.00 0.30
H -3.657125 0.839837 -1.885136 0.03 0.01 0.02 0.20
H -4.822336 0.725367 -4.025926 0.00 0.00 0.00 0.45
H -4.185595 2.232768 -5.884358 0.00 0.00 0.00 0.38
H -2.366933 3.878037 -5.559469 0.01 0.00 0.01 0.42
H -1.193563 4.016630 -3.408225 0.01 -0.01 0.03 0.27
F -1.464600 -1.922473 -2.293404 -0.08 0.08 -0.03 -0.27
B -1.993065 -1.278042 -1.197073 -0.25 -0.69 -0.40 1.00
F -3.294330 -1.601012 -1.083508 -0.03 0.24 0.04 -0.14
C -0.345495 0.431999 -4.443520 0.08 -0.01 -0.05 -1.13
C 0.885220 -0.440782 -4.196295 0.21 0.01 -0.12 0.70
C 1.839123 -0.297714 -5.388817 0.03 0.03 -0.01 -1.80
P 1.630606 -0.189221 -2.515570 -0.25 -0.06 -0.14 0.73
C 2.699508 1.328354 -2.547485 0.06 0.02 0.13 1.42
C 4.087872 1.251487 -3.178438 -0.01 -0.04 -0.06 -1.74
C 1.919736 2.522755 -3.101935 -0.05 0.02 -0.04 -1.84
C 2.686557 -1.693506 -2.244828 0.02 -0.03 -0.07 1.12
C 1.748986 -2.868166 -1.940187 -0.08 -0.02 0.05 -1.45
C 3.660935 -2.161752 -3.328548 0.00 -0.05 0.01 -2.03
H -0.851000 0.092476 -5.350470 -0.03 0.00 0.01 0.61
H -0.060669 1.474016 -4.602740 -0.05 -0.10 0.01 0.25
H -1.060660 0.395325 -3.626998 -0.02 -0.06 0.06 -0.35
H 0.556335 -1.484026 -4.139746 -0.06 0.02 0.02 0.45
H 2.106266 0.747813 -5.546473 0.00 0.03 0.00 0.27
H 1.338021 -0.637208 -6.298542 -0.03 0.00 0.01 0.47
H 2.760746 -0.864907 -5.286897 -0.06 0.05 -0.01 0.29
H 2.850452 1.509597 -1.478414 -0.01 -0.03 -0.04 -0.26
H 4.046771 0.988164 -4.235501 0.00 -0.01 0.00 0.25
H 4.728099 0.534706 -2.667405 0.00 -0.05 0.02 0.40
H 4.569319 2.229862 -3.102165 0.00 0.00 0.01 0.48
H 1.876163 2.503799 -4.191383 0.03 -0.03 -0.01 0.27
H 2.412097 3.452260 -2.808444 0.00 0.00 -0.02 0.55
H 0.892001 2.564018 -2.733744 0.04 -0.02 0.01 0.17
H 3.243170 -1.449952 -1.334389 0.01 0.02 0.02 0.44
H 1.207532 -3.184154 -2.834441 0.00 0.03 0.01 0.35
H 0.993503 -2.661814 -1.173972 0.06 0.00 0.04 -0.24
H 2.323117 -3.723373 -1.581968 0.03 -0.02 0.02 0.53
H 3.117425 -2.531241 -4.199768 0.02 -0.03 0.05 0.37
H 4.244341 -3.000592 -2.941347 0.00 0.01 0.03 0.50
H 4.359717 -1.401686 -3.663275 0.03 0.10 0.01 0.35
C 0.091349 -4.469540 1.207430 0.01 0.04 -0.04 -1.33
Si 0.781234 -2.757838 1.702126 -0.20 0.04 0.06 0.97
C 2.684020 -2.947337 1.741156 -0.08 -0.05 0.07 -1.23
C 0.352262 -2.645434 3.561265 0.07 -0.03 0.04 -1.20
H 0.574837 -5.271625 1.774127 0.01 0.02 0.02 0.37
H 0.213917 -4.693576 0.144410 0.02 0.02 0.01 0.33
H -0.981110 -4.517990 1.418929 0.00 0.01 -0.01 0.32
H 2.960016 -3.847967 2.299963 0.01 0.01 0.00 0.44
H 3.134314 -2.088458 2.244788 -0.01 0.01 0.00 0.23
H 3.147317 -3.012902 0.755463 -0.03 -0.01 -0.09 0.26
H 0.664754 -3.558836 4.079576 0.00 -0.01 -0.02 0.45
H -0.714126 -2.506847 3.760074 -0.01 0.00 -0.04 0.32
H 0.873431 -1.812290 4.040967 -0.01 0.02 -0.02 0.20
O 2.393531 0.129092 0.506640 -0.13 0.01 -0.09 -0.47
S 2.303652 1.368405 1.375803 0.24 -0.06 0.03 0.01
N 0.971103 1.953882 1.544654 -0.22 -0.37 -0.17 -0.31
```
Positions in Å, forces in eV/Å.

The molecular weight is 919.54 g/mol. The HOMO-LUMO gap is 6.78 eV. Its LUMO energy is -0.01 eV. The value obtained for the HOMO energy is -6.8 eV. The value obtained for the maximum force is 0.0319 hartree/bohr.

=====

# 3
Entry from the Open Molecules 2025 dataset: a structure of composition C10H16ClLaSSm (wB97M-V/def2-TZVPD).

Structure (XYZ):
```
30
Properties=species:S:1:pos:R:3:forces:R:3:mulliken_charge:R:1
La -0.198721 1.764754 -2.481667 0.77 -0.21 -0.11 1.43
Cl -2.244462 0.914285 -0.751177 -0.67 0.21 0.04 -0.63
C -0.842553 0.220312 -4.198176 -0.49 -0.37 -0.75 -1.42
C -0.641399 4.028248 -1.998281 -0.36 1.19 0.04 -1.39
H -0.587241 0.819347 -5.084280 -0.22 -0.44 -0.38 0.30
H -0.232522 -0.689081 -4.108471 -0.28 0.05 -0.29 0.31
H -1.923462 0.038483 -4.099893 0.26 -0.20 -0.46 0.31
H -0.367211 4.476032 -2.960398 -0.20 0.66 0.16 0.30
H 0.032273 4.302557 -1.177053 -0.24 0.31 -0.14 0.30
H -1.707573 4.094335 -1.746357 0.23 0.51 -0.09 0.31
Sm -0.136485 -0.367005 0.139211 1.48 -1.53 0.35 1.08
C 0.381827 0.463775 2.233054 0.05 0.21 0.48 -1.08
C 1.516380 0.831324 -1.034261 0.83 -0.05 -0.17 -1.50
H 1.308276 1.050433 2.260237 -0.14 -0.08 -0.02 0.22
H -0.444025 1.084909 2.603817 0.03 -0.01 0.18 0.30
H 0.498480 -0.413561 2.873959 -0.03 0.05 0.36 0.22
H 2.169787 1.742052 -1.057288 -0.60 0.18 0.85 0.29
H 2.115267 0.333472 -1.828855 -0.39 -0.92 -0.05 0.27
S -0.006621 -3.191398 -0.367922 0.03 0.81 -1.20 -0.36
C 0.083696 -3.247400 1.349352 0.03 -0.05 1.05 -0.08
C -1.090203 -3.591502 2.066791 0.74 -0.04 0.17 -0.33
C -1.002614 -3.920713 3.411542 0.34 0.22 0.21 -0.46
C 0.230587 -3.827513 4.083359 0.00 -0.05 -0.12 -0.30
C 1.377285 -3.387646 3.402083 -0.44 0.11 0.11 -0.49
C 1.303715 -3.049936 2.049541 -0.66 -0.54 0.05 -0.34
H -2.024937 -3.646506 1.510386 0.20 -0.13 0.18 0.39
H -1.893445 -4.264797 3.939877 0.24 0.16 -0.04 0.32
H 0.290761 -4.098393 5.142774 0.01 0.10 -0.41 0.35
H 2.331259 -3.316966 3.932328 -0.33 0.05 -0.15 0.31
H 2.180975 -2.716548 1.492368 -0.21 -0.17 0.16 0.38
```
Positions in Å, forces in eV/Å.

The molecular weight is 493.02 g/mol. Its expectation value of S² is 8.7698. The HOMO-LUMO gap (spin up / spin down) is 5.84 / 5.90 eV. Its LUMO energy (spin up / spin down) is 2.16 / 2.16 eV. As for the spin multiplicity: 6. The value obtained for the HOMO energy (spin up / spin down) is -3.7 / -3.7 eV. The value obtained for the maximum force is 0.0420 hartree/bohr. Its total charge is -1.